{
  "formula": "C29H41FN2O14S",
  "method": "ωB97M-V with the def2-TZVPD basis set",
  "spin_multiplicity": 1,
  "orbital_gap_ev": 9.50,
  "charge": 0,
  "fmax_ev_per_a": 4.23,
  "e_tot_ev": -75935.593,
  "symbols": ["O", "S", "O", "F", "N", "C", "C", "C", "C", "N", "C", "H", "H", "H", "H", "H", "O", "C", "O", "C", "C", "C", "H", "H", "H", "H", "H", "H", "O", "C", "O", "C", "C", "C", "H", "H", "H", "H", "H", "H", "O", "C", "O", "C", "C", "C", "H", "H", "H", "H", "H", "H", "O", "C", "O", "C", "C", "C", "H", "H", "H", "H", "H", "H", "O", "C", "O", "C", "C", "C", "H", "H", "H", "H", "H", "H", "O", "C", "O", "C", "C", "C", "H", "H", "H", "H", "H", "H"],
  "positions_angstrom": [[0.095, 0.598, 5.239], [0.888, 0.666, 4.020], [0.925, 2.041, 3.567], [2.403, 0.223, 4.431], [0.264, -0.422, 2.834], [-1.146, 0.005, 2.669], [-2.142, -0.632, 3.527], [-3.500, -0.088, 3.305], [-3.611, 0.955, 2.299], [-2.671, 1.498, 1.492], [-1.413, 1.022, 1.673], [0.745, -0.275, 1.936], [-1.913, -1.428, 4.262], [-4.361, -0.450, 3.912], [-4.644, 1.375, 2.173], [-0.569, 1.419, 1.059], [1.351, 1.799, 0.784], [1.247, 2.332, -0.289], [0.730, 1.722, -1.383], [0.851, 2.592, -2.521], [0.976, 3.986, -1.943], [1.702, 3.729, -0.633], [1.735, 2.297, -3.092], [-0.028, 2.490, -3.155], [1.494, 4.681, -2.604], [-0.017, 4.394, -1.739], [2.786, 3.728, -0.760], [1.406, 4.437, 0.138], [1.454, -0.119, -5.374], [2.499, -0.277, -4.805], [3.680, 0.248, -5.227], [4.744, -0.226, -4.385], [4.074, -0.635, -3.090], [2.713, -1.111, -3.567], [5.234, -1.066, -4.883], [5.474, 0.570, -4.236], [4.633, -1.389, -2.536], [3.952, 0.237, -2.441], [2.727, -2.166, -3.847], [1.938, -0.919, -2.827], [-7.051, -0.079, 4.250], [-6.791, 0.136, 5.405], [-5.832, 1.006, 5.824], [-5.712, 0.929, 7.255], [-7.031, 0.365, 7.739], [-7.434, -0.543, 6.591], [-4.868, 0.282, 7.498], [-5.521, 1.922, 7.657], [-6.955, -0.146, 8.698], [-7.763, 1.170, 7.844], [-7.013, -1.544, 6.698], [-8.515, -0.591, 6.475], [4.566, -3.018, -7.536], [3.976, -2.293, -8.289], [3.207, -2.738, -9.316], [2.735, -1.619, -10.083], [2.812, -0.433, -9.144], [4.006, -0.784, -8.275], [3.380, -1.500, -10.958], [1.717, -1.811, -10.420], [2.909, 0.521, -9.662], [1.910, -0.390, -8.527], [4.946, -0.442, -8.716], [3.895, -0.402, -7.263], [-3.139, 1.787, 8.726], [-2.179, 2.487, 8.550], [-2.073, 3.371, 7.528], [-0.765, 3.964, 7.537], [-0.263, 3.794, 8.957], [-0.916, 2.489, 9.377], [-0.141, 3.440, 6.809], [-0.837, 5.012, 7.250], [0.825, 3.786, 9.031], [-0.636, 4.610, 9.583], [-0.311, 1.623, 9.102], [-1.145, 2.475, 10.441], [3.010, -4.626, -3.247], [2.125, -4.938, -3.997], [0.823, -4.598, -3.821], [0.022, -5.222, -4.836], [0.980, -5.523, -5.970], [2.281, -5.791, -5.233], [-0.426, -6.128, -4.417], [-0.775, -4.544, -5.140], [0.654, -6.349, -6.602], [1.093, -4.640, -6.604], [2.373, -6.837, -4.933], [3.146, -5.481, -5.817]]
}